53
Properties=species:S:1:pos:R:3:forces:R:3 method="wB97M-V/def2-TZVPD" lumo_energy_ev=0.12 e_homo_ev=-9.14 largest_force_ev_per_a=1.9 total_charge=0 relative_energy_kcal_mol=5.4
H 1.379 2.506 3.067 -0.7 0.3 -0.1
H 0.597 -2.091 2.645 0.2 0.2 0.3
C 1.240 0.637 1.050 -0.4 -1.1 0.6
H 2.561 -0.936 1.459 0.3 0.0 0.2
C 1.148 -2.481 -0.280 0.5 -0.4 0.4
H 2.680 2.762 2.098 0.1 0.4 -0.6
H -2.306 -3.590 -1.786 -0.1 0.0 0.3
C 0.330 -1.438 -0.253 0.2 -0.4 0.2
H 0.496 0.218 -3.300 -0.5 0.0 -0.1
C -1.062 -0.253 1.288 -0.7 0.9 1.5
H -1.935 1.072 -1.004 0.0 0.0 0.0
H 2.902 0.664 -0.812 0.1 -0.4 0.0
O -0.066 -2.278 3.319 -0.5 -0.7 -0.7
O -1.885 -3.572 1.769 -0.4 -0.1 0.0
H -0.391 -1.365 -1.052 -0.2 -0.2 0.3
O -1.065 -0.134 4.659 -0.6 0.1 0.0
H -1.906 -0.934 1.294 0.4 -0.5 -0.9
C 0.902 2.101 0.967 0.4 0.6 1.7
H 1.988 -2.637 0.392 -0.3 0.1 0.3
O -2.652 1.576 -1.421 -0.1 -0.5 -0.1
H -2.247 -3.641 0.869 0.1 -0.1 0.0
H -0.930 -0.991 4.198 0.6 0.6 0.3
H -1.324 0.534 1.995 0.5 0.2 -0.1
H -2.522 -3.986 2.366 0.1 0.0 -0.3
O 1.680 -0.876 -3.774 0.5 -0.1 -0.1
H -2.442 -1.288 -2.421 0.0 0.1 -0.1
C 1.594 2.915 2.075 1.2 -0.7 0.3
H -0.250 1.572 -3.259 0.0 0.0 0.2
H 1.654 0.809 -1.625 -0.1 -0.3 -0.2
C 2.407 0.130 1.469 -0.4 1.0 -0.5
H -0.781 -2.639 2.734 0.5 0.0 0.5
O 2.578 0.528 -1.714 0.1 0.7 0.3
O -2.988 -3.733 -1.104 0.3 0.1 0.0
C 0.161 -0.379 0.789 -0.2 0.6 -1.7
H 3.183 0.824 1.761 0.3 -0.4 0.1
H 2.394 -0.666 -3.139 -0.3 -0.1 -0.1
H -0.228 0.131 5.050 0.0 -0.3 -0.2
H -1.002 -1.114 -2.864 -0.3 -0.1 -0.2
H 1.005 -3.339 -0.928 0.0 0.4 -0.5
H -2.279 3.890 0.805 -0.6 -0.2 -0.3
H 1.199 3.828 -1.924 0.1 0.0 0.1
H -3.448 -2.888 -1.109 -0.2 -0.1 0.1
O -0.357 0.643 -3.012 0.6 0.2 0.0
O -1.730 3.513 0.119 1.0 0.3 -0.1
H 2.049 -0.690 -4.645 -0.1 -0.1 0.0
H 1.400 3.982 2.020 -0.2 0.0 0.0
O 1.545 3.119 -2.475 -0.1 0.0 -0.1
O -1.664 -1.799 -2.663 0.0 0.0 -0.2
H -2.195 3.020 -0.581 -0.5 0.3 0.6
H -0.143 2.302 1.170 -0.3 -0.5 -0.6
H -2.677 1.241 -2.323 0.1 0.2 0.0
H 1.159 2.548 0.011 -0.2 -0.2 -0.3
H 2.241 2.673 -1.974 0.0 0.2 -0.2